No. 1
{"formula": "C4H6N2", "method": "the ωB97M-V functional and the def2-TZVPD basis", "elements": ["N", "C", "C", "N", "C", "C", "H", "H", "H", "H", "H", "H"], "positions_angstrom": [[2.7023, 0.0988, -0.0032], [1.3091, 0.2312, -0.0083], [0.1421, 0.2515, -0.0412], [-1.5219, 0.0921, -0.0897], [-2.4907, 0.8755, -0.1323], [-2.7513, -0.6042, 0.1889], [3.2140, 1.0716, -0.0166], [2.7620, -0.4143, -0.8519], [2.8674, -0.3892, 0.8525], [-2.8569, 1.8431, 0.1193], [-3.1644, -1.0020, 1.2318], [-2.9350, -1.3130, -0.6694]], "forces_ev_per_a": [[-1.1, 3.4, 0.2], [0.7, 0.8, 0.4], [-7.5, -0.8, 0.1], [7.0, 2.4, 0.1], [-0.4, -2.3, 1.5], [-2.2, -2.7, 0.0], [-0.8, -2.0, -0.1], [1.9, -1.1, -1.2], [1.3, -1.0, 0.8], [0.0, 1.1, -0.7], [1.5, 1.3, -2.0], [-0.5, 1.0, 1.1]], "mulliken_charge": [-0.17, -0.55, 0.48, 0.21, 0.14, -0.31, 0.45, 0.39, 0.39, 0.38, 0.29, 0.30], "spin_multiplicity": 1, "de_lowest_kj_mol": 505.52, "smiles": "[NH3+]C#C[N+]1=CC1", "charge": 2, "lumo_ev": -9.635, "largest_force_ha_per_bohr": 0.1465}



No. 2
{"formula": "C6H11N", "method": "the ωB97M-V functional and the def2-TZVPD basis", "elements": ["C", "C", "C", "C", "C", "C", "H", "H", "H", "H", "H", "H", "H", "H", "H", "H", "H", "N"], "positions_angstrom": [[-0.1946, 1.7898, 0.9880], [-0.0851, -0.9236, 0.7818], [-1.1324, -0.8571, -0.3898], [-0.2949, 0.0206, -1.4211], [0.9410, 0.2096, -0.4591], [1.1761, -1.2822, 0.1620], [-0.4357, 2.1370, 2.0652], [-1.2987, 1.8849, 0.5245], [0.5740, 2.6134, 0.5416], [-0.3255, -1.4592, 1.7163], [-2.0537, -0.4978, 0.0557], [-1.3410, -1.8962, -0.8911], [-0.1649, -0.7437, -2.3244], [-0.5597, 1.0920, -1.6830], [1.6520, 0.9137, -0.7464], [1.1444, -2.2176, -0.3965], [2.0173, -1.2352, 0.6945], [0.3812, 0.4517, 0.7817]], "forces_ev_per_a": [[-1.9, 1.3, -0.1], [-2.4, -0.1, 1.2], [0.1, -1.8, -0.7], [0.2, -1.3, -0.4], [-0.4, -3.3, -1.9], [-1.1, 0.2, -4.3], [1.0, -1.1, -1.4], [2.3, 0.1, 0.3], [-2.0, -2.1, 0.9], [-0.5, 0.6, -0.3], [-0.3, 0.4, -0.5], [0.2, 1.8, 1.1], [0.2, 2.4, 1.5], [-0.6, -1.6, -0.1], [1.6, 0.8, -0.8], [0.1, 0.2, -0.6], [3.0, 0.1, 2.7], [0.3, 3.2, 3.4]], "mulliken_charge": [-0.74, 0.02, -0.90, -0.55, -0.53, -0.89, 0.26, 0.24, 0.24, 0.41, 0.31, 0.34, 0.30, 0.29, 0.60, 0.29, 0.39, -0.10], "spin_multiplicity": 1, "de_lowest_kj_mol": 341.66, "charge": 0, "lumo_ev": 1.103, "largest_force_ha_per_bohr": 0.0920}